Record 1
ORCA calculation (ωB97M-V/def2-TZVPD) on C5H8N2 in the gas phase at a distorted geometry.

As for the SMILES: C=C=CN(N)C=C. As for the relative energy (zero: lowest compared OMol25 entry of this formula, charge and spin): 147.7 kcal/mol. The highest occupied orbital energy (alpha / beta) comes out at -0.24034 / -0.26370 Ha. Its total charge is 0. The HOMO-LUMO gap (alpha / beta) comes out at 6.662 / 7.551 eV.

CARTESIAN COORDINATES (ANGSTROEM)
1 C 1.254 2.251 0.246
2 C 0.597 1.189 0.650
3 C -0.483 0.577 1.159
4 N -0.527 -0.698 0.688
5 N -1.696 -1.448 0.788
6 C 0.484 -0.888 -0.345
7 C 0.308 -0.691 -1.674
8 H 2.002 2.171 -0.535
9 H 1.021 3.241 0.621
10 H -1.056 0.824 2.045
11 H -1.451 -2.430 0.881
12 H -2.232 -1.357 -0.075
13 H 1.186 -1.652 -0.020
14 H -0.356 0.088 -2.031
15 H 0.950 -1.176 -2.397

***

Record 2
ORCA calculation (ωB97M-V/def2-TZVPD) on 5 unconnected molecules or ions with the total composition C4H18O6 at a distorted geometry.

As for the SMILES: OCCCCO.O.O.O.O. As for the relative energy (zero: lowest compared OMol25 entry of this formula, charge and spin): 75.4 kcal/mol. The highest occupied orbital energy comes out at -0.36638 Ha. Its total charge is 0. The HOMO-LUMO gap comes out at 10.152 eV.

CARTESIAN COORDINATES (ANGSTROEM)
1 O -0.602 -1.070 -0.505
2 C -1.899 -0.506 -0.975
3 C -2.975 -0.674 0.079
4 C -2.816 0.443 1.106
5 C -1.419 1.011 1.348
6 O -0.454 0.032 1.842
7 H 0.112 -0.560 -0.966
8 H -1.905 0.570 -1.107
9 H -1.943 -1.189 -1.773
10 H -2.896 -1.670 0.525
11 H -3.949 -0.702 -0.487
12 H -3.068 0.036 1.978
13 H -3.576 1.434 1.224
14 H -1.465 1.628 2.380
15 H -0.879 1.856 0.619
16 H -0.097 -0.540 1.182
17 O 3.075 -0.962 -1.708
18 H 3.075 -0.590 -0.880
19 H 2.686 -1.883 -1.583
20 O 2.547 -1.026 1.306
21 H 1.943 -1.168 2.096
22 H 2.792 -1.896 0.936
23 O 2.943 2.084 0.139
24 H 3.356 1.225 0.387
25 H 2.625 2.241 1.004
26 O 1.159 0.543 -2.722
27 H 1.687 0.833 -1.981
28 H 1.944 0.499 -3.464

***

Record 3
ORCA calculation (ωB97M-V/def2-TZVPD) on a molecular structure, C30H34F3N3OSbY at a distorted geometry.

As for the relative energy (zero: lowest compared OMol25 entry of this formula, charge and spin): 14.8 kcal/mol. The highest occupied orbital energy comes out at -0.50496 Ha. Its total charge is +2. The HOMO-LUMO gap comes out at 8.096 eV.

CARTESIAN COORDINATES (ANGSTROEM)
1 Y -1.313 0.459 1.250
2 C 0.109 3.215 2.084
3 C -0.103 2.725 3.370
4 C 0.655 1.657 3.841
5 C 1.613 1.065 3.024
6 C 1.830 1.555 1.741
7 C 1.087 2.638 1.277
8 H -0.421 4.095 1.744
9 H -0.807 3.223 4.024
10 H 0.556 1.335 4.868
11 H 2.234 0.268 3.411
12 H 2.630 1.149 1.133
13 H 1.309 3.067 0.310
14 N -0.879 -2.086 1.746
15 C -0.758 -2.637 3.117
16 C -1.924 -2.202 4.003
17 C -1.789 -0.800 4.602
18 N -2.290 0.242 3.671
19 H -1.748 -2.466 1.354
20 H -0.121 -2.490 1.187
21 H 0.189 -2.299 3.548
22 H -0.732 -3.732 3.080
23 H -2.009 -2.913 4.825
24 H -2.853 -2.259 3.427
25 H -0.738 -0.589 4.823
26 H -2.350 -0.763 5.544
27 H -2.281 1.133 4.176
28 H -3.282 0.038 3.502
29 N -5.685 -0.336 0.219
30 C -4.429 0.068 0.345
31 O -3.574 -0.655 0.893
32 C -4.055 1.424 -0.220
33 C -2.856 2.075 0.506
34 H -5.957 -1.255 0.546
35 H -6.390 0.212 -0.247
36 H -4.925 2.090 -0.195
37 H -3.805 1.249 -1.274
38 H -3.261 2.635 1.361
39 H -2.430 2.824 -0.170
40 F -1.055 -2.704 -6.716
41 C -0.685 -2.181 -5.549
42 C -0.702 -0.802 -5.391
43 C -0.333 -0.268 -4.169
44 C 0.054 -1.104 -3.131
45 C 0.068 -2.482 -3.303
46 C -0.298 -3.028 -4.520
47 Sb 0.625 -0.257 -1.232
48 C 1.528 1.552 -1.961
49 C 2.897 1.627 -2.163
50 C 3.471 2.813 -2.585
51 C 2.654 3.913 -2.793
52 F 3.199 5.069 -3.162
53 C 1.280 3.851 -2.611
54 C 0.720 2.661 -2.186
55 C 2.385 -1.451 -0.897
56 C 3.111 -1.837 -2.016
57 C 4.251 -2.605 -1.880
58 C 4.648 -2.990 -0.610
59 F 5.739 -3.738 -0.464
60 C 3.931 -2.621 0.518
61 C 2.793 -1.846 0.370
62 H -1.003 -0.168 -6.213
63 H -0.328 0.806 -4.038
64 H 0.387 -3.133 -2.498
65 H -0.294 -4.095 -4.681
66 H 3.521 0.760 -1.991
67 H 4.533 2.894 -2.747
68 H 0.681 4.729 -2.798
69 H -0.353 2.598 -2.027
70 H 2.781 -1.532 -2.999
71 H 4.833 -2.904 -2.736
72 H 4.280 -2.942 1.485
73 H 2.234 -1.544 1.251

***

Record 4
ORCA calculation (ωB97M-V/def2-TZVPD) on C25H30N4O2 in the gas phase at a distorted geometry.

As for the SMILES: O=C(c1nc2ccccn2c1CN1CCC[C@@H](OCc2ccccc2)C1)N1CCCC1. As for the relative energy (zero: lowest compared OMol25 entry of this formula, charge and spin): 31.7 kcal/mol. The highest occupied orbital energy comes out at -0.29648 Ha. Its total charge is 0. The HOMO-LUMO gap comes out at 8.660 eV.

CARTESIAN COORDINATES (ANGSTROEM)
1 O -0.458 -0.665 -1.790
2 C 0.653 -0.812 -1.283
3 C 0.807 -1.022 0.170
4 N 1.950 -0.784 0.863
5 C 1.675 -1.049 2.124
6 C 2.484 -0.965 3.268
7 C 1.952 -1.301 4.479
8 C 0.605 -1.718 4.580
9 C -0.177 -1.797 3.470
10 N 0.354 -1.477 2.266
11 C -0.200 -1.456 1.022
12 C -1.591 -1.894 0.740
13 N -2.580 -1.158 1.532
14 C -3.941 -1.510 1.162
15 C -4.377 -0.953 -0.198
16 C -4.180 0.560 -0.237
17 C -2.735 0.913 0.137
18 O -2.571 2.321 0.262
19 C -2.081 2.957 -0.892
20 C -0.604 2.747 -1.138
21 C 0.253 2.449 -0.089
22 C 1.610 2.299 -0.308
23 C 2.126 2.467 -1.581
24 C 1.278 2.765 -2.634
25 C -0.082 2.895 -2.416
26 C -2.412 0.283 1.500
27 N 1.760 -0.815 -2.039
28 C 3.134 -0.993 -1.616
29 C 3.898 -1.185 -2.925
30 C 3.091 -0.348 -3.916
31 C 1.656 -0.601 -3.472
32 H 3.503 -0.636 3.152
33 H 2.553 -1.244 5.374
34 H 0.193 -1.970 5.543
35 H -1.217 -2.082 3.478
36 H -1.742 -1.798 -0.342
37 H -1.702 -2.953 1.014
38 H -4.029 -2.599 1.171
39 H -4.596 -1.108 1.943
40 H -5.426 -1.201 -0.371
41 H -3.788 -1.413 -0.994
42 H -4.416 0.947 -1.231
43 H -4.846 1.045 0.482
44 H -2.042 0.522 -0.617
45 H -2.650 2.651 -1.782
46 H -2.264 4.027 -0.726
47 H -0.157 2.340 0.905
48 H 2.263 2.049 0.515
49 H 3.189 2.372 -1.751
50 H 1.676 2.897 -3.631
51 H -0.743 3.118 -3.241
52 H -1.388 0.533 1.782
53 H -3.081 0.714 2.250
54 H 3.474 -0.104 -1.078
55 H 3.224 -1.845 -0.941
56 H 3.878 -2.235 -3.222
57 H 4.935 -0.866 -2.846
58 H 3.337 0.707 -3.801
59 H 3.261 -0.638 -4.951
60 H 1.239 -1.497 -3.947
61 H 0.979 0.233 -3.668